1.
The molecule C28H27N5O4, computed with ωB97M-V/def2-TZVPD.

The value obtained for the gap between HOMO and LUMO is 7.7 eV. The spin multiplicity is 1. The SMILES is O=C(Cn1c2ccccc2c(=O)c2ccccc21)N/N=C/c1cc([N+](=O)[O-])ccc1N1CCCCCC1. The value obtained for the HOMO energy is -7.88 eV. The molar mass comes out at 497.55 g/mol. The energy above the lowest of the compared OMol25 structures with the same formula, charge and spin is 2342.3 kJ/mol.

Cartesian coordinates (Å):
O1 1.386 5.132 0.049
O2 0.118 -0.134 2.281
O3 -0.561 4.605 -0.654
O4 -4.366 -1.364 -2.850
N1 -3.528 0.371 0.129
N2 -2.168 -0.650 -2.452
N3 2.412 -0.687 -1.215
N4 0.663 4.472 -0.351
N5 -1.424 0.015 -1.773
C1 3.516 -1.931 1.516
C2 -3.524 -0.701 -2.258
C3 -2.280 -3.626 1.548
C4 2.416 2.848 -0.515
C5 3.745 -0.948 -1.421
C6 -1.633 -2.291 1.782
C7 4.552 -2.342 0.630
C8 -1.859 3.788 1.718
C9 -3.445 -3.416 0.727
C10 1.091 3.129 -0.698
C11 -0.197 -0.282 -2.015
C12 -3.331 2.705 0.277
C13 -1.042 -0.025 1.770
C14 2.051 -2.089 0.856
C15 0.635 0.735 -1.168
C16 1.993 0.695 -0.957
C17 5.062 -1.162 -0.589
C18 1.847 -2.095 -0.640
C19 0.150 1.987 -0.825
C20 -1.753 -1.163 1.357
C21 2.963 1.501 -0.643
C22 -2.989 3.831 0.901
C23 -1.413 2.593 2.049
C24 -2.950 -1.062 0.689
C25 -1.760 1.443 1.333
C26 -2.847 1.317 0.697
C27 -4.190 0.339 -1.180
C28 -3.883 -2.076 0.447
H1 -1.974 -1.407 -2.832
H2 -3.457 4.829 0.978
H3 3.604 -0.873 1.575
H4 -3.855 -4.325 0.355
H5 0.235 -0.865 -2.689
H6 2.191 -2.848 -0.989
H7 1.313 -1.438 1.643
H8 3.628 -2.042 2.426
H9 3.798 -1.831 -2.142
H10 3.110 3.588 -0.248
H11 0.768 -1.730 -0.632
H12 -1.519 4.582 2.135
H13 1.717 -3.138 1.351
H14 -1.785 -4.462 2.192
H15 5.820 -1.556 -0.942
H16 -4.296 2.650 -0.107
H17 3.983 1.451 -0.547
H18 -0.488 2.446 2.681
H19 -0.751 2.562 -1.147
H20 -4.207 1.258 -1.529
H21 4.096 -0.166 -2.054
H22 -0.638 -2.299 2.525
H23 -5.191 0.110 -1.099
H24 5.566 -2.460 1.135
H25 -4.577 -2.104 -0.316
H26 4.290 -3.063 -0.152
H27 5.161 -0.333 -0.121

---

2.
A structure of composition C28H27N5O9Re, computed with ωB97M-V/def2-TZVPD.

The value obtained for the gap between HOMO and LUMO (spin up / spin down) is 5.5 / 5.8 eV. The spin multiplicity is 2. The value obtained for the HOMO energy (spin up / spin down) is -7.24 / -7.24 eV. The molar mass comes out at 763.76 g/mol. The energy above the lowest of the compared OMol25 structures with the same formula, charge and spin is 0.0 kJ/mol.

Cartesian coordinates (Å):
Re1 0.845 0.588 -0.557
O1 -4.799 0.112 4.401
O2 -0.584 3.678 1.339
O3 0.893 -1.757 4.630
O4 -4.792 1.929 3.234
O5 1.236 0.427 2.879
O6 -0.927 -2.753 4.043
O7 2.262 -0.450 0.309
O8 0.756 2.056 0.669
O9 -0.552 -0.419 0.461
N1 -4.224 0.965 3.734
N2 -0.238 -1.737 4.186
N3 2.462 1.575 -1.790
N4 0.870 -1.048 -1.865
N5 -0.646 1.555 -1.604
C1 -0.778 1.611 2.498
C2 1.660 -4.323 1.597
C3 0.932 -2.259 -1.386
C4 2.642 -2.130 1.922
C5 0.875 3.585 -1.798
C6 -1.725 -0.755 -0.003
C7 2.413 -3.409 2.357
C8 -4.277 -1.583 -0.874
C9 1.146 -3.935 0.393
C10 -0.486 2.955 -2.085
C11 -2.808 0.812 3.505
C12 -2.113 1.774 2.775
C13 0.788 -0.908 -3.317
C14 -3.663 -2.177 0.244
C15 -2.427 -1.774 0.677
C16 -1.825 1.029 -1.768
C17 2.061 -1.694 0.724
C18 1.662 0.259 -3.796
C19 -2.344 -0.138 -1.131
C20 -2.162 -0.335 3.951
C21 1.312 -2.606 -0.061
C22 -0.815 -0.476 3.749
C23 3.641 1.832 -0.929
C24 -0.220 2.535 1.497
C25 2.056 2.874 -2.436
C26 2.843 0.635 -2.888
C27 -3.631 -0.574 -1.529
C28 0.017 0.521 3.063
H1 1.021 1.129 -3.925
H2 0.741 -3.082 -2.075
H3 -4.104 -0.074 -2.367
H4 4.470 2.223 -1.527
H5 2.044 0.026 -4.791
H6 -5.259 -1.906 -1.188
H7 -2.641 2.625 2.369
H8 0.841 4.599 -2.202
H9 -0.702 2.976 -3.159
H10 3.937 0.913 -0.434
H11 1.811 2.677 -3.477
H12 -2.718 -1.111 4.455
H13 0.581 -4.628 -0.220
H14 2.937 3.519 -2.451
H15 -0.250 -0.741 -3.614
H16 -1.962 -2.210 1.554
H17 -1.240 3.555 -1.574
H18 3.363 2.561 -0.170
H19 3.288 -0.248 -2.427
H20 1.009 3.686 -0.725
H21 -4.183 -2.958 0.784
H22 2.796 -3.715 3.322
H23 1.492 -5.323 1.971
H24 3.622 1.122 -3.484
H25 1.120 -1.842 -3.774
H26 -2.522 1.566 -2.414
H27 3.174 -1.406 2.522

---

3.
A structure of composition C28H28N2OSTi, computed with ωB97M-V/def2-TZVPD.

The value obtained for the gap between HOMO and LUMO is 6.2 eV. The spin multiplicity is 1. The value obtained for the HOMO energy is -6.64 eV. The molar mass comes out at 488.48 g/mol. The energy above the lowest of the compared OMol25 structures with the same formula, charge and spin is 9.5 kJ/mol.

Cartesian coordinates (Å):
Ti1 -0.291 -0.680 -1.715
S1 -2.437 -2.536 1.886
O1 -1.146 1.051 -3.714
N1 -0.943 -1.180 0.304
N2 4.660 2.796 1.097
C1 1.283 1.942 3.488
C2 -1.389 0.704 -2.383
C3 1.120 3.128 2.529
C4 -3.021 -3.983 -0.891
C5 2.051 -0.619 -2.184
C6 -1.801 -2.177 0.320
C7 0.148 0.389 1.857
C8 -1.941 -3.010 -3.256
C9 2.878 -1.100 -1.130
C10 3.530 -0.239 -0.283
C11 2.685 1.341 3.321
C12 -0.735 -0.645 1.569
C13 -0.529 0.252 4.152
C14 3.365 1.152 -0.420
C15 4.085 2.064 0.421
C16 -2.787 -4.111 -3.269
C17 -2.582 1.354 -1.746
C18 -2.278 1.202 -4.558
C19 -2.168 -2.879 -0.904
C20 2.520 1.645 -1.401
C21 -1.392 -0.793 3.880
C22 -1.488 -1.251 2.575
C23 -1.601 -2.343 -2.076
C24 -3.333 -4.603 -2.086
C25 1.147 2.463 4.918
C26 1.852 0.778 -2.264
C27 1.253 -1.498 -2.996
C28 0.266 0.850 3.162
H1 2.392 2.714 -1.511
H2 1.265 1.196 -3.074
H3 -2.889 0.294 -4.566
H4 -3.522 1.043 -2.213
H5 0.122 3.562 2.612
H6 4.181 -0.625 0.490
H7 0.999 -1.126 -3.989
H8 2.831 0.952 2.313
H9 -1.533 -2.657 -4.198
H10 0.161 2.898 5.095
H11 -3.031 -4.602 -4.203
H12 1.854 3.900 2.768
H13 -3.436 -4.361 0.037
H14 -0.461 0.608 5.169
H15 -1.978 -1.242 4.671
H16 -2.649 1.100 -0.687
H17 1.891 3.241 5.092
H18 1.282 2.845 1.488
H19 2.839 0.516 4.021
H20 -2.900 2.047 -4.257
H21 -1.895 1.387 -5.559
H22 0.743 0.811 1.054
H23 -3.990 -5.462 -2.105
H24 3.016 -2.169 -1.027
H25 3.452 2.096 3.497
H26 1.470 -2.559 -2.962
H27 1.319 1.682 5.660
H28 -2.510 2.446 -1.818

---

4.
The ion C28H28N3O4S with charge +1, computed with ωB97M-V/def2-TZVPD.

The value obtained for the gap between HOMO and LUMO is 7.8 eV. The total charge is +1. The spin multiplicity is 1. The SMILES is C[NH+](C)CCCN(C(=O)c1ccc(C(=O)c2ccccc2)cc1)c1nc2cc3c(cc2s1)OCCO3. The value obtained for the HOMO energy is -10.43 eV. The molar mass comes out at 502.62 g/mol. The energy above the lowest of the compared OMol25 structures with the same formula, charge and spin is 5.0 kJ/mol.

Cartesian coordinates (Å):
S1 2.239 0.335 -2.580
O1 5.505 -1.850 0.768
O2 3.496 -1.648 2.770
O3 -2.518 1.859 -2.329
O4 -2.775 -4.778 0.411
N1 -1.915 4.372 -2.264
N2 -0.318 1.355 -2.405
N3 0.709 0.515 -0.482
C1 -2.589 -0.152 -0.119
C2 -2.144 5.175 -3.470
C3 -1.936 -3.714 2.355
C4 0.747 0.774 -1.736
C5 -1.146 -3.699 5.015
C6 2.096 -0.554 1.230
C7 -2.737 4.868 -1.152
C8 -2.446 -4.658 3.245
C9 -2.348 -3.775 0.935
C10 -0.490 4.303 -1.870
C11 -1.822 -0.161 -1.281
C12 5.800 -1.988 2.145
C13 -0.618 -2.771 4.130
C14 1.848 -0.101 -0.059
C15 4.042 -0.872 -0.788
C16 -1.491 -2.527 -1.046
C17 -2.061 -4.642 4.572
C18 -0.049 2.322 -3.455
C19 0.425 3.681 -2.926
C20 4.290 -1.306 0.507
C21 -1.602 1.085 -2.026
C22 -1.014 -2.770 2.807
C23 -1.288 -1.361 -1.752
C24 3.301 -1.173 1.509
C25 -2.746 -1.313 0.612
C26 4.587 -2.541 2.888
C27 2.824 -0.288 -1.064
C28 -2.185 -2.503 0.160
H1 -3.207 5.190 -3.700
H2 -2.593 4.244 -0.273
H3 -1.804 6.198 -3.310
H4 -0.138 5.312 -1.641
H5 4.804 -1.000 -1.539
H6 6.071 -1.009 2.564
H7 0.108 -2.050 4.476
H8 -3.029 0.772 0.222
H9 -1.099 -3.465 -1.410
H10 -0.963 2.418 -4.047
H11 1.404 3.555 -2.461
H12 -0.735 -1.380 -2.681
H13 4.313 -3.517 2.467
H14 6.652 -2.664 2.211
H15 -0.839 -3.691 6.050
H16 1.360 -0.438 2.006
H17 -2.467 5.895 -0.907
H18 -2.227 3.338 -2.436
H19 -2.467 -5.367 5.260
H20 0.730 1.909 -4.101
H21 0.557 4.351 -3.775
H22 -3.788 4.833 -1.429
H23 4.787 -2.643 3.955
H24 -3.149 -5.390 2.876
H25 -0.590 -2.056 2.114
H26 -0.434 3.705 -0.957
H27 -3.311 -1.302 1.531
H28 -1.616 4.755 -4.321

---

Which value of energy above the lowest of the compared OMol25 structures with the same formula, charge and spin does entry 2 give? 0.0 kJ/mol

---

What did the first record say?
The molecule C28H27N5O4, computed with ωB97M-V/def2-TZVPD.

The value obtained for the gap between HOMO and LUMO is 7.7 eV. The spin multiplicity is 1. The SMILES is O=C(Cn1c2ccccc2c(=O)c2ccccc21)N/N=C/c1cc([N+](=O)[O-])ccc1N1CCCCCC1. The value obtained for the HOMO energy is -7.88 eV. The molar mass comes out at 497.55 g/mol. The energy above the lowest of the compared OMol25 structures with the same formula, charge and spin is 2342.3 kJ/mol.

Cartesian coordinates (Å):
O1 1.386 5.132 0.049
O2 0.118 -0.134 2.281
O3 -0.561 4.605 -0.654
O4 -4.366 -1.364 -2.850
N1 -3.528 0.371 0.129
N2 -2.168 -0.650 -2.452
N3 2.412 -0.687 -1.215
N4 0.663 4.472 -0.351
N5 -1.424 0.015 -1.773
C1 3.516 -1.931 1.516
C2 -3.524 -0.701 -2.258
C3 -2.280 -3.626 1.548
C4 2.416 2.848 -0.515
C5 3.745 -0.948 -1.421
C6 -1.633 -2.291 1.782
C7 4.552 -2.342 0.630
C8 -1.859 3.788 1.718
C9 -3.445 -3.416 0.727
C10 1.091 3.129 -0.698
C11 -0.197 -0.282 -2.015
C12 -3.331 2.705 0.277
C13 -1.042 -0.025 1.770
C14 2.051 -2.089 0.856
C15 0.635 0.735 -1.168
C16 1.993 0.695 -0.957
C17 5.062 -1.162 -0.589
C18 1.847 -2.095 -0.640
C19 0.150 1.987 -0.825
C20 -1.753 -1.163 1.357
C21 2.963 1.501 -0.643
C22 -2.989 3.831 0.901
C23 -1.413 2.593 2.049
C24 -2.950 -1.062 0.689
C25 -1.760 1.443 1.333
C26 -2.847 1.317 0.697
C27 -4.190 0.339 -1.180
C28 -3.883 -2.076 0.447
H1 -1.974 -1.407 -2.832
H2 -3.457 4.829 0.978
H3 3.604 -0.873 1.575
H4 -3.855 -4.325 0.355
H5 0.235 -0.865 -2.689
H6 2.191 -2.848 -0.989
H7 1.313 -1.438 1.643
H8 3.628 -2.042 2.426
H9 3.798 -1.831 -2.142
H10 3.110 3.588 -0.248
H11 0.768 -1.730 -0.632
H12 -1.519 4.582 2.135
H13 1.717 -3.138 1.351
H14 -1.785 -4.462 2.192
H15 5.820 -1.556 -0.942
H16 -4.296 2.650 -0.107
H17 3.983 1.451 -0.547
H18 -0.488 2.446 2.681
H19 -0.751 2.562 -1.147
H20 -4.207 1.258 -1.529
H21 4.096 -0.166 -2.054
H22 -0.638 -2.299 2.525
H23 -5.191 0.110 -1.099
H24 5.566 -2.460 1.135
H25 -4.577 -2.104 -0.316
H26 4.290 -3.063 -0.152
H27 5.161 -0.333 -0.121